1.
DFT (the ωB97M-V functional and the def2-TZVPD basis) results for a structure of composition C35H53ClHfO2P4 at a distorted geometry.

The geometry in XYZ format:
```
96
Properties=species:S:1:pos:R:3:forces:R:3
P 1.9358 -0.1464 -2.8772 -2.633 0.626 3.525
C 1.1252 -0.0116 -4.3774 0.109 0.635 -1.588
C 1.6637 1.0499 -5.1411 -0.608 -0.619 -0.577
H 2.2856 1.8058 -4.6611 0.031 -0.290 -0.277
C 1.4100 1.0626 -6.4969 -0.049 0.553 -0.311
H 1.8664 1.8371 -7.1212 -0.252 -0.302 0.155
C 0.6054 0.0799 -7.0695 -0.437 -0.525 -0.052
H 0.4253 0.0735 -8.1392 0.100 0.074 0.092
C -0.0141 -0.9071 -6.2911 0.119 0.273 0.032
H -0.6617 -1.6619 -6.7288 0.080 0.256 -0.114
C 0.2167 -0.9459 -4.9225 0.842 0.774 0.346
H -0.2490 -1.6652 -4.2576 0.109 -0.185 -0.217
C 2.3909 1.3357 -2.0230 0.646 0.301 -0.304
C 1.6130 2.5302 -2.0318 0.925 -0.927 0.323
H 0.6446 2.5159 -2.5018 -0.153 0.054 -0.135
C 2.1342 3.6833 -1.4586 -0.296 0.138 -0.257
H 1.5299 4.5995 -1.4879 0.376 -0.329 0.070
C 3.4166 3.6872 -0.9168 0.065 0.119 0.333
H 3.8220 4.6098 -0.5107 -0.015 -0.138 -0.086
C 4.1797 2.5159 -0.8890 -0.019 0.123 0.222
H 5.1925 2.5342 -0.4793 -0.320 0.012 -0.108
C 3.6763 1.3396 -1.4221 -0.570 0.493 -0.040
H 4.2832 0.4405 -1.4359 0.014 0.059 -0.070
C 2.7619 -1.6001 -2.4057 1.751 -0.605 -1.179
C 3.7684 -1.8002 -3.3879 0.011 -1.026 1.190
H 3.8161 -1.1418 -4.2485 0.140 -0.100 0.088
C 4.6834 -2.8188 -3.2002 0.548 -0.420 -0.409
H 5.4972 -2.9511 -3.9248 -0.362 -0.055 0.371
C 4.5809 -3.6647 -2.0966 -0.261 -0.106 0.319
H 5.2920 -4.4742 -1.9528 -0.070 0.173 -0.102
C 3.5538 -3.5046 -1.1566 0.045 -0.042 0.201
H 3.4458 -4.1830 -0.2993 0.240 0.229 -0.478
C 2.6482 -2.4607 -1.2884 -0.102 0.854 -1.038
H 1.8325 -2.2902 -0.5903 0.182 -0.142 -0.003
Hf -2.2876 -0.6424 0.3119 -6.176 0.241 4.225
C -0.8053 0.3392 2.3512 -0.584 -0.368 -0.486
C 0.4723 0.7345 2.3784 0.616 0.063 -0.813
H -1.4246 0.3907 3.2572 0.308 0.236 -0.062
C 1.2139 0.5793 1.0393 0.912 0.055 0.139
O 2.3575 -0.3045 1.2453 -0.910 0.079 -1.095
H 2.7698 -0.5503 0.3786 -0.401 0.483 0.748
C 0.1955 0.0091 0.0607 -1.421 -1.711 -1.076
H 1.6368 1.5564 0.6778 -0.694 -0.751 -0.195
C -0.6365 -0.6527 -0.6234 11.036 2.404 -3.421
Cl -3.5015 -1.4862 -1.5689 -0.023 0.058 -0.142
P -1.3841 -2.9863 1.2024 -0.732 -0.821 0.505
P -2.6835 1.9560 -0.2377 -0.704 0.689 0.044
C -2.9509 -3.9200 1.0426 0.007 -0.227 0.007
H -3.2697 -3.9264 -0.0082 0.077 -0.101 0.289
H -3.7429 -3.4413 1.6369 0.265 -0.155 -0.161
H -2.7857 -4.9480 1.3933 -0.203 0.206 -0.090
C -0.1708 -4.0532 0.3845 0.248 -0.061 -0.284
H 0.8308 -3.8836 0.8017 -0.254 -0.039 -0.090
H -0.1380 -3.8353 -0.6904 0.001 -0.156 0.201
H -0.4556 -5.1049 0.5335 0.151 0.298 -0.033
C -0.9876 -3.1526 2.9636 0.200 0.014 0.246
H -1.7763 -2.7127 3.5862 0.210 -0.162 -0.230
H -0.0460 -2.6270 3.1674 -0.169 -0.148 0.002
H -0.8744 -4.2182 3.2068 -0.017 0.267 0.020
C -4.5101 2.0286 -0.2225 -0.154 0.015 -0.142
H -4.8808 2.1686 0.8008 0.096 -0.047 -0.264
H -4.9159 1.0908 -0.6262 0.002 0.308 0.069
H -4.8372 2.8646 -0.8548 -0.059 -0.197 0.257
C -2.2164 3.2311 0.9683 0.209 0.138 0.196
H -1.1263 3.3575 0.9664 -0.206 0.007 -0.014
H -2.5194 2.9128 1.9739 0.026 0.085 -0.221
H -2.6954 4.1902 0.7261 0.120 -0.252 0.052
C -2.2710 2.6816 -1.8492 0.144 -0.042 -0.341
H -2.2187 1.8868 -2.6055 -0.012 0.259 0.085
H -1.3036 3.1968 -1.8062 -0.230 -0.151 -0.010
H -3.0544 3.3968 -2.1370 0.304 -0.153 0.060
P 1.5177 1.4490 3.7198 -1.394 -1.280 -2.084
C 0.4076 1.8875 5.0209 0.092 0.293 0.630
C 2.3326 2.8503 2.9794 0.322 0.504 0.362
H -0.1843 1.0207 5.3293 0.160 0.082 -0.071
H -0.2614 2.6908 4.7056 0.093 -0.066 -0.021
H 1.0142 2.2314 5.8623 -0.215 0.023 0.129
H 3.0215 2.5471 2.1853 -0.075 -0.110 0.150
H 2.8993 3.3680 3.7605 0.028 0.060 -0.181
H 1.5968 3.5443 2.5584 0.049 -0.160 0.139
C 2.6547 0.1612 4.1728 0.511 0.049 0.541
H 2.1010 -0.7195 4.5099 -0.012 0.177 0.008
H 3.2946 0.5243 4.9814 0.068 -0.177 -0.013
H 3.2556 -0.1223 3.3038 -0.139 0.180 0.172
H -1.0246 -0.9315 -1.6119 0.478 -0.039 0.306
C -5.7067 -0.3527 2.2710 -0.242 -0.351 0.249
C -4.2943 -0.1658 2.7331 0.165 -0.108 -0.302
C -3.8818 -1.0181 3.8885 -0.657 -0.144 0.489
O -3.5227 -0.5450 1.6713 0.008 -0.200 -0.620
H -5.8726 -1.4119 2.0131 -0.012 0.375 0.190
H -5.9432 0.2525 1.3936 0.045 -0.026 0.231
H -6.3099 -0.0706 3.1057 -1.053 0.107 0.323
H -4.0500 0.8827 2.8892 -0.262 0.384 0.529
H -4.0321 -2.0815 3.6532 -0.074 0.290 0.101
H -2.8481 -0.8656 4.1857 0.031 0.122 0.011
H -4.5419 -0.7245 4.6855 -0.082 -0.281 0.841
```
Positions in Å, forces in eV/Å.

Energy: -92218.005 eV
Charge: +2
M: 843.65 g/mol

These are the Löwdin partial charges, in e, on atoms 1 to 2: P 1.0346; C -0.4071


2.
DFT (the ωB97M-V functional and the def2-TZVPD basis) results for a structure of composition C28H38As3Cl4N5O2Pt.

The geometry in XYZ format:
```
81
Properties=species:S:1:pos:R:3:forces:R:3
Pt 0.2162 -0.1223 0.2730 0.299 -0.212 0.266
C 0.5968 -0.4069 4.1141 -0.019 0.031 -0.022
As -0.1494 0.4231 2.5229 -0.006 -0.028 -0.187
C 0.4359 2.2573 2.7070 -0.007 -0.034 0.014
C -2.0518 0.6693 2.8281 0.023 0.040 -0.001
C -3.0218 -0.5222 2.7272 -0.025 0.025 0.033
C -4.3727 0.0088 3.2342 0.005 -0.004 -0.014
C -3.2370 -0.9582 1.2703 0.027 0.003 -0.048
As -1.7191 -1.4259 0.1310 -0.080 0.149 -0.051
C -2.5567 -1.3893 -1.6052 -0.055 -0.020 0.039
C -1.3516 -3.3122 0.3526 -0.008 0.010 0.026
C -2.5344 -1.6778 3.6156 -0.023 -0.019 0.020
As -3.8750 -3.0011 4.2515 0.032 0.004 0.023
C -2.6270 -3.8850 5.4814 0.000 0.007 -0.009
C -3.7674 -4.3726 2.8526 0.003 0.027 -0.027
H 0.3992 -1.4754 4.1356 0.000 0.002 -0.028
H 0.1647 0.0647 4.9968 0.014 -0.013 0.014
H 1.6732 -0.2390 4.1105 0.004 -0.009 -0.015
H 0.0936 2.6880 3.6476 -0.003 0.001 -0.002
H 0.0151 2.7993 1.8592 0.003 0.011 0.010
H 1.5235 2.2903 2.6584 -0.001 0.008 -0.010
H -2.3073 1.4246 2.0762 -0.026 -0.005 0.011
H -2.1593 1.1311 3.8141 0.017 -0.008 0.009
H -4.6292 0.9352 2.7172 -0.003 -0.005 -0.007
H -4.3299 0.2150 4.3063 -0.001 0.000 -0.002
H -5.1759 -0.7093 3.0657 -0.004 -0.005 0.004
H -3.6966 -0.1280 0.7256 -0.001 -0.004 -0.011
H -3.9421 -1.7933 1.2323 0.013 -0.003 -0.010
H -3.4096 -2.0679 -1.6178 0.009 -0.018 0.017
H -1.8178 -1.6851 -2.3479 -0.019 -0.026 -0.007
H -2.8796 -0.3725 -1.8212 -0.023 -0.014 -0.006
H -2.2535 -3.9071 0.2213 -0.028 -0.009 0.007
H -0.9133 -3.5014 1.3295 0.004 -0.013 0.011
H -0.6223 -3.5717 -0.4137 -0.003 -0.007 0.000
H -2.1611 -1.2535 4.5539 0.004 -0.006 -0.001
H -1.6922 -2.2056 3.1540 -0.017 -0.008 -0.013
H -2.4427 -3.2433 6.3422 0.003 -0.001 0.001
H -1.6802 -4.1089 4.9875 0.000 -0.002 0.000
H -3.0708 -4.8147 5.8354 -0.001 0.001 0.002
H -4.2639 -4.0377 1.9430 0.003 -0.001 -0.014
H -4.2940 -5.2555 3.2149 0.003 -0.001 -0.002
H -2.7361 -4.6426 2.6304 0.028 0.006 -0.016
Cl -3.1370 3.4117 -4.8296 0.007 0.002 0.008
C -2.1131 2.3583 -3.9169 0.002 -0.036 -0.026
C -1.4415 1.3250 -4.5482 -0.022 0.015 0.008
Cl -1.6111 1.0635 -6.2490 0.005 0.004 -0.006
C -0.6252 0.4862 -3.7821 0.020 0.024 0.070
Cl 0.1916 -0.8521 -4.5236 0.036 -0.037 -0.045
C -0.4513 0.6566 -2.4136 0.054 0.017 -0.066
O 0.3563 -0.1929 -1.7620 0.011 0.091 0.163
C -1.1499 1.7188 -1.7379 0.077 0.063 0.010
O -1.0324 1.9032 -0.4614 -0.089 -0.003 -0.046
C -1.9623 2.5415 -2.5410 0.016 -0.015 0.016
Cl -2.8009 3.8248 -1.7326 -0.011 0.007 0.009
C 1.9398 2.6725 -1.1062 0.005 0.017 0.027
C 2.7083 1.6056 -0.4256 0.034 -0.011 0.096
N 2.2176 0.6023 0.2823 -0.141 0.081 -0.119
C 3.2794 -0.1424 0.7469 -0.017 -0.041 -0.017
C 4.4325 0.4135 0.3090 0.009 0.032 0.029
N 4.0621 1.5228 -0.4245 -0.013 -0.017 -0.033
C 4.9763 2.3973 -1.1338 0.020 0.000 0.021
N 4.6568 2.4864 -2.5269 -0.023 0.010 -0.003
N 4.4808 3.7108 -3.0899 0.024 -0.011 0.011
N 4.1802 3.5718 -4.3181 -0.024 0.000 -0.016
C 4.1282 2.2222 -4.6094 0.035 -0.009 0.046
C 3.8294 1.5612 -5.8032 -0.021 -0.006 -0.004
C 3.8462 0.1875 -5.7765 -0.047 0.008 -0.024
C 4.1390 -0.5239 -4.5949 0.002 -0.010 0.032
C 4.4353 0.1113 -3.4110 0.000 -0.019 0.002
C 4.4326 1.5083 -3.4515 -0.008 0.038 -0.035
H 0.9547 2.7460 -0.6444 -0.058 -0.025 -0.070
H 1.8030 2.4299 -2.1624 -0.034 -0.010 -0.010
H 2.4557 3.6311 -1.0406 0.016 -0.013 -0.010
H 3.1279 -1.0262 1.3404 -0.006 -0.005 -0.014
H 5.4632 0.1389 0.4483 -0.003 -0.002 -0.006
H 5.9779 1.9930 -0.9830 0.004 0.006 0.001
H 4.9391 3.4150 -0.7481 -0.001 0.001 0.003
H 3.5823 2.1175 -6.6966 0.006 -0.003 -0.003
H 3.6056 -0.3681 -6.6726 -0.001 0.001 0.003
H 4.1115 -1.6053 -4.6182 -0.001 0.004 0.001
H 4.6342 -0.4438 -2.5042 -0.003 -0.002 -0.004
```
Positions in Å, forces in eV/Å.

Energy: -277050.654 eV
M: 1038.30 g/mol

These are the Löwdin partial charges, in e, on atoms 1 to 2: Pt 0.7452; C -0.2692


3.
DFT (the ωB97M-V functional and the def2-TZVPD basis) results for a cluster of 2 separate species, C4H12N2O2 in total.

The geometry in XYZ format:
```
20
Properties=species:S:1:pos:R:3:forces:R:3
C -1.0229 -0.6264 2.0528 -0.112 0.028 -0.207
C -1.4783 -0.2194 0.8744 0.002 -0.078 0.016
O -1.6375 -1.0085 -0.1960 -0.063 0.172 0.002
O -1.8011 1.1203 0.7180 -0.178 0.189 -0.481
N -2.2912 1.4217 -0.5915 0.071 -0.295 0.155
H -0.9262 0.0684 2.8609 0.010 0.224 0.189
H -0.7774 -1.6580 2.2052 0.028 -0.251 -0.014
H -2.0011 -0.4495 -0.9109 0.019 0.057 0.128
H -1.6547 2.1170 -0.9707 0.011 -0.017 0.151
H -3.1981 1.8601 -0.4499 0.154 -0.048 0.110
C 1.4026 0.7311 -0.8759 0.312 -0.247 0.102
C 2.2871 -0.5049 -0.6505 -0.017 0.243 0.037
N 1.6232 -1.6247 -0.0079 -0.120 -0.272 -0.144
H 0.6063 0.5044 -1.5831 -0.114 -0.022 -0.075
H 1.9955 1.5526 -1.2740 0.004 0.141 -0.069
H 0.9538 1.0469 0.0660 -0.031 0.053 0.045
H 3.1429 -0.2285 -0.0187 -0.097 -0.031 -0.253
H 2.6758 -0.8523 -1.6136 0.096 0.089 0.117
H 1.2988 -1.3496 0.9114 -0.122 -0.014 -0.056
H 0.8025 -1.9006 -0.5459 0.146 0.080 0.248
```
Positions in Å, forces in eV/Å.

Energy: -11415.509 eV
M: 120.15 g/mol

These are the natural (NBO) partial charges, in e, on atoms 1 to 2: C -0.6301; C 0.5911


4.
DFT (the ωB97M-V functional and the def2-TZVPD basis) results for a structure of composition C10H19BN6OSSbSe4Ti.

The geometry in XYZ format:
```
44
Properties=species:S:1:pos:R:3:forces:R:3
Ti 0.5167 -0.2769 -0.5396 0.046 -0.179 -0.009
B 0.7813 1.5644 2.2513 0.012 -0.014 0.011
N 1.6695 0.2730 2.2795 0.016 -0.002 -0.026
C 2.4890 -0.1428 3.2458 -0.030 -0.020 0.016
C 3.1164 -1.3101 2.8358 0.047 0.031 -0.022
C 2.6016 -1.5455 1.5666 -0.037 -0.022 0.013
N 1.7338 -0.5839 1.2424 -0.052 0.109 0.054
N -0.6655 1.1614 1.8390 -0.020 -0.002 -0.019
C -1.7781 1.3419 2.5550 0.002 0.013 0.006
C -2.8745 0.9534 1.8031 -0.003 -0.001 0.005
C -2.3297 0.5256 0.6003 0.015 0.002 -0.010
N -1.0005 0.6563 0.6237 -0.030 0.004 0.069
H 1.2337 2.3471 1.4580 0.003 0.007 0.007
H 0.7375 1.9908 3.3787 -0.003 -0.001 0.004
H 2.5614 0.4148 4.1640 0.000 -0.001 0.002
H 3.8266 -1.9054 3.3814 0.007 0.005 -0.002
H 2.7802 -2.3609 0.8848 -0.006 -0.007 0.006
H -1.7105 1.7496 3.5495 0.000 0.003 0.000
H -3.9150 0.9747 2.0742 0.001 0.002 0.002
H -2.8371 0.1207 -0.2610 0.000 -0.002 0.002
Se -4.3344 -3.9823 -3.1069 -0.006 -0.017 -0.031
Sb -4.5598 -1.5722 -3.1505 -0.007 0.006 0.030
Se 1.0197 -1.4100 -2.7110 -0.143 0.037 -0.045
Se -1.0814 -0.3986 -2.4241 0.069 -0.030 -0.028
Se -5.3819 -0.8619 -1.0146 -0.013 -0.007 -0.030
C 3.2564 2.3237 -1.9366 0.000 0.002 0.005
C 1.7602 2.0782 -1.9904 -0.044 0.030 0.017
C 0.9402 3.3415 -1.8033 -0.001 0.006 -0.008
O 1.4133 1.1666 -0.9675 0.118 -0.036 -0.023
H 3.5586 3.0043 -2.7349 0.000 0.001 0.000
H 3.7956 1.3838 -2.0569 0.003 0.001 0.000
H 3.5287 2.7641 -0.9755 0.001 0.000 0.000
H 1.4957 1.6005 -2.9416 0.005 -0.003 -0.001
H 1.1734 3.8004 -0.8408 0.001 -0.001 0.000
H -0.1228 3.1010 -1.8270 0.001 -0.001 0.000
H 1.1562 4.0560 -2.6001 0.000 0.000 -0.001
N -1.2034 -3.8224 -1.5955 0.021 0.028 -0.011
C -1.5152 -3.2037 -0.4622 0.019 -0.020 -0.002
N -2.7837 -3.1428 -0.0911 -0.018 0.008 0.020
S -0.2793 -2.5655 0.5659 0.016 0.054 -0.006
H -1.9501 -3.9968 -2.2672 0.000 0.004 -0.002
H -0.2746 -3.6438 -1.9549 -0.010 0.006 0.007
H -3.5264 -3.4073 -0.7394 0.010 0.008 -0.007
H -3.0218 -2.5608 0.6935 0.010 -0.001 0.005
```
Positions in Å, forces in eV/Å.

Energy: -324225.440 eV
Charge: -1
M: 767.65 g/mol

These are the natural (NBO) partial charges, in e, on atoms 1 to 2: Ti 1.2303; B 0.1747


5.
DFT (the ωB97M-V functional and the def2-TZVPD basis) results for a cluster of 2 separate species, C5H10N in total at a distorted geometry.

The geometry in XYZ format:
```
16
Properties=species:S:1:pos:R:3:forces:R:3
C 0.3825 -0.4118 0.8321 -0.129 -0.303 -0.146
C -0.9627 -0.6545 0.2328 -3.508 -0.132 0.653
C 0.0607 -0.2003 -0.6642 -0.121 -0.063 0.478
C 0.6176 0.7861 1.7086 -0.167 0.207 -0.091
C 0.4358 0.7187 -1.7472 0.125 0.183 -0.276
N -0.4981 -1.5734 -0.8322 0.192 -0.656 -0.324
H 0.9736 -1.2894 1.0866 -0.018 -0.098 -0.054
H -2.9594 -0.7052 0.5978 3.664 0.274 -0.612
H 1.5064 0.6352 2.3141 0.030 0.026 -0.041
H -0.2264 0.9476 2.3760 -0.008 -0.008 0.059
H 0.7493 1.6899 1.1177 0.028 0.100 0.030
H -0.3534 0.7860 -2.4958 -0.022 0.018 0.001
H 1.3562 0.3837 -2.2276 -0.022 0.020 0.020
H 0.6101 1.7125 -1.3400 -0.027 0.016 0.041
H 0.0719 -2.3931 -0.5997 -0.066 0.182 0.047
H -1.1256 -1.7367 -1.6205 0.047 0.234 0.215
```
Positions in Å, forces in eV/Å.

Energy: -6824.320 eV
Charge: +1
M: 84.14 g/mol

These are the natural (NBO) partial charges, in e, on atoms 1 to 2: C -0.2125; C 0.1074


6.
DFT (the ωB97M-V functional and the def2-TZVPD basis) results for an isolated molecule of C2H4FN at a distorted geometry.

The geometry in XYZ format:
```
8
Properties=species:S:1:pos:R:3:forces:R:3
C -0.9689 -0.0343 -0.0961 5.720 8.334 7.491
C 0.4674 0.3733 -0.1058 -3.209 1.594 -1.757
N -1.3082 -0.8854 -0.9469 -6.108 -7.667 -7.768
F -1.7307 0.4820 0.9014 -0.871 -0.250 -0.257
H 0.6322 1.0336 -1.0062 -0.298 0.057 0.349
H 0.9704 -0.4401 -0.4740 2.153 -2.360 0.020
H 0.7538 0.9457 0.7155 0.915 0.259 1.597
H -2.2802 -1.2987 -0.8771 1.699 0.033 0.325
```
Positions in Å, forces in eV/Å.

Energy: -6340.309 eV
Expectation value of S²: 2.006
M: 61.06 g/mol
Multiplicity: 3

These are the natural (NBO) partial charges, in e, on atoms 1 to 2: C 0.4197; C -0.6860